# 1
This record from the OMol25 dataset describes a molecular structure, C40H38AsN11OPd. The level of theory is ωB97M-V/def2-TZVPD.

```
92
Properties=species:S:1:pos:R:3:forces:R:3
O -3.630 1.004 -4.189 0.0 0.1 0.0
C -0.548 -1.132 5.355 0.0 0.0 0.1
H 6.248 3.372 4.795 0.0 0.0 0.0
C 0.828 -4.423 4.282 0.0 0.0 0.0
Pd 0.620 -0.175 0.870 -0.1 0.0 0.0
C 1.921 -5.464 0.870 0.0 0.0 0.0
H -0.607 -0.032 -2.352 0.0 0.0 0.0
C 0.609 -1.445 -4.572 0.0 0.0 0.0
C 2.496 2.432 2.210 0.0 0.0 0.0
As 2.782 0.714 1.320 0.0 0.0 0.0
H -7.456 0.192 0.376 0.0 0.0 0.0
H -8.495 1.773 -1.203 0.0 0.0 0.0
C -6.946 0.445 -0.546 0.0 0.0 0.0
H 3.716 4.293 0.655 0.0 0.0 0.0
C -5.023 -1.055 0.123 -0.1 0.1 -0.1
C 0.334 -0.538 -2.213 0.0 0.3 0.1
H 4.423 0.192 -0.529 0.0 0.0 0.0
H 1.360 -2.025 2.737 0.0 0.0 0.0
C -4.840 1.596 -4.031 0.0 0.0 0.0
C -7.530 1.343 -1.433 0.0 0.0 0.0
H -4.892 -2.057 -0.285 0.0 0.0 0.0
H 2.500 -6.010 2.872 0.0 0.0 0.0
N -3.523 0.688 0.938 0.0 -0.1 -0.1
C -2.230 0.815 1.042 -0.1 0.1 0.0
H -1.394 2.932 -6.959 0.0 0.0 0.0
H -0.913 -1.473 6.316 0.0 0.0 0.0
H -7.303 2.442 -3.269 0.0 0.0 0.0
H 2.657 -6.084 0.372 0.0 0.0 0.0
H 3.360 1.545 -0.985 0.0 0.0 0.0
H 1.502 -1.868 -5.025 0.0 0.1 0.0
H 1.964 2.200 3.134 0.0 0.0 0.0
C 2.155 -1.307 -1.440 0.0 0.0 0.0
C 0.692 -1.457 3.366 -0.1 0.0 0.0
H 4.802 0.256 2.716 0.0 0.0 0.0
H 7.130 4.979 3.137 0.0 0.0 0.0
H -1.443 0.819 5.515 0.0 0.0 0.0
C 6.196 4.467 2.951 0.0 0.0 0.0
N 0.043 -3.884 2.031 0.0 0.0 0.0
H 0.551 -3.471 6.091 0.0 0.0 0.0
N 2.151 -1.672 -2.690 -0.1 0.0 0.1
H -0.162 -2.215 -4.554 0.0 0.0 0.0
H 4.109 2.222 4.386 0.0 0.0 0.0
C -0.970 2.052 -6.494 0.0 0.0 0.0
H -0.664 1.523 3.274 0.0 0.0 0.0
C -6.872 1.717 -2.593 0.0 0.0 0.0
N 1.049 -0.583 -1.086 0.1 -0.2 -0.1
H 1.909 0.260 -6.333 0.0 0.0 0.0
C 4.502 2.910 3.644 0.0 0.0 0.0
C 0.228 -1.976 4.568 0.1 0.0 -0.1
C -5.068 0.229 -2.015 0.0 0.0 0.1
H -0.494 -3.478 0.091 0.0 0.0 0.0
C -3.110 1.670 -5.253 0.1 0.0 0.1
H 1.071 -5.329 4.827 0.0 0.0 0.0
N -3.677 -0.550 0.428 0.0 0.0 0.1
H 5.852 5.444 1.072 0.0 0.0 0.0
H 0.944 2.249 -7.430 0.0 0.0 0.0
C -0.853 0.146 4.910 0.0 0.0 0.1
C 3.783 3.156 2.477 0.0 0.0 0.0
C -1.747 1.293 -5.625 -0.1 0.1 0.0
H 4.696 1.799 0.167 0.0 0.0 0.0
C 5.481 4.725 1.790 0.0 0.0 0.0
N -1.535 -0.289 0.639 0.2 0.2 -0.2
C 0.885 0.547 -6.130 0.0 0.0 0.0
H 3.364 -0.473 3.464 0.0 0.0 0.0
H -4.101 -0.199 -2.248 0.0 0.0 0.0
H -1.774 1.724 1.397 0.0 0.0 0.0
C 0.102 -0.217 -5.274 -0.1 0.0 0.0
N 0.994 -1.174 -3.168 0.1 -0.1 -0.1
C -5.627 1.162 -2.878 0.0 0.0 0.0
C -1.213 0.153 -5.043 0.1 -0.1 0.0
H -2.365 -2.116 -0.152 0.0 0.0 0.0
H 1.829 3.007 1.566 0.0 0.0 0.0
C 0.892 -4.571 2.810 0.0 0.0 0.0
N -5.050 2.515 -4.905 0.0 0.0 0.0
N 0.338 -0.253 2.898 0.0 -0.1 0.1
H 4.140 -1.264 2.071 0.0 0.0 0.0
C 0.340 1.668 -6.748 0.0 0.0 0.0
H -5.574 -1.132 1.058 0.0 0.0 0.0
C 0.199 -4.025 0.724 0.1 -0.1 0.0
C 3.936 1.098 -0.177 0.0 0.0 0.0
C 4.280 4.073 1.554 0.0 0.0 0.0
C 1.840 -5.419 2.252 0.0 0.0 0.0
H -1.843 -0.471 -4.421 0.0 0.0 0.0
C -2.492 -1.120 0.239 0.0 -0.2 0.1
N 1.112 -4.753 0.090 -0.1 0.1 0.0
C -5.713 -0.118 -0.839 0.0 0.0 0.0
N -3.909 2.567 -5.705 0.0 0.0 0.0
H 2.947 -1.572 -0.762 0.0 0.0 0.0
C 5.703 3.562 3.880 0.0 0.0 0.0
C 3.889 -0.306 2.525 0.0 0.0 0.0
C 0.551 -3.344 5.014 0.0 0.1 0.0
C -0.417 0.547 3.668 0.0 0.1 -0.1
```
Forces are in eV/Å.

## Properties
highest occupied orbital energy = -12.7 eV
net charge = +2
E_LUMO = -0.2155 Ha
relative energy (zero: lowest compared OMol25 entry of this formula, charge and spin) = 0.0 kcal/mol

# 2
This record from the OMol25 dataset describes 2 unconnected molecules or ions with the total composition C4H12S2. The level of theory is ωB97M-V/def2-TZVPD.

```
18
Properties=species:S:1:pos:R:3:forces:R:3
H -2.620 -0.134 1.344 0.0 -0.9 -0.8
H -0.880 1.650 4.276 -1.1 -2.3 -2.2
S 1.397 -0.754 -1.556 0.1 -0.5 0.3
C -1.423 0.855 3.528 -0.6 0.1 0.8
C 3.079 -0.479 -2.289 -1.9 2.7 -0.2
H -2.359 1.293 3.138 0.4 0.3 0.3
H 0.070 -0.069 -3.464 -0.2 0.3 0.7
S -0.501 0.280 2.036 0.9 -0.2 0.0
C -1.747 -0.809 1.201 -1.1 -0.4 1.9
H -1.787 -0.077 4.043 0.7 1.0 0.1
H 3.495 0.351 -1.686 0.3 -0.7 -0.4
H -1.532 -1.057 0.144 0.1 0.6 0.7
H 3.672 -1.359 -2.287 0.3 -0.7 0.0
C 0.253 0.337 -2.446 1.7 0.4 -1.7
H -1.980 -1.810 1.752 0.7 1.8 -0.8
H 2.882 -0.042 -3.299 0.5 -0.7 0.6
H 0.613 1.375 -2.551 0.2 -0.4 0.0
H -0.633 0.449 -1.884 -1.1 -0.4 0.7
```
Forces are in eV/Å.

## Properties
highest occupied orbital energy = -8.3 eV
net charge = 0
E_LUMO = 0.0355 Ha
relative energy (zero: lowest compared OMol25 entry of this formula, charge and spin) = 32.6 kcal/mol

# 3
This record from the OMol25 dataset describes a molecular structure, C25H23N6O2PtS. The level of theory is ωB97M-V/def2-TZVPD.

```
58
Properties=species:S:1:pos:R:3:forces:R:3
H -4.797 -3.567 -1.012 0.0 0.0 0.0
H 0.413 0.866 -2.306 0.0 0.0 0.0
C 2.311 -5.132 0.232 0.0 0.0 0.0
C -3.978 -3.787 -1.707 0.0 0.0 0.0
H 0.240 5.161 4.167 0.0 0.0 0.0
C 3.163 -4.209 0.828 0.0 0.0 0.0
O 1.724 -7.268 -0.611 0.0 0.0 0.0
H 3.689 -6.651 -0.314 0.0 0.0 0.0
C 1.629 5.133 1.074 0.0 0.1 0.0
H -1.249 3.335 0.766 0.0 0.0 0.0
N 1.616 -2.451 0.419 0.2 0.0 -0.2
H -1.140 6.913 3.099 0.0 0.0 0.0
H -1.795 0.225 -0.841 -0.1 -0.2 0.1
C -0.503 -2.767 -0.614 0.0 0.0 0.0
H 2.417 4.648 0.516 0.0 0.0 0.0
C -0.313 1.610 -2.002 0.1 0.1 -0.1
C -2.784 -2.968 -1.311 0.0 0.0 0.0
C 1.391 4.788 2.400 -0.1 0.0 0.0
C -1.578 -3.561 -0.975 0.0 0.0 0.0
C 0.778 -3.334 -0.153 0.0 0.0 0.0
Pt 1.095 -0.488 0.302 -0.3 0.0 0.4
H 2.669 4.179 3.917 0.0 0.0 0.0
C -0.347 2.036 -0.683 0.1 0.1 0.0
H -0.762 7.506 0.726 0.0 0.0 0.0
H -4.299 -3.471 -2.706 0.0 0.0 0.0
N 2.608 2.640 2.769 -0.2 0.0 0.0
H 3.432 -2.145 1.348 0.0 0.0 0.0
N 1.124 2.334 0.997 -0.1 -0.1 0.1
C 0.406 5.433 3.132 0.0 -0.1 0.0
H 1.032 6.377 -0.552 0.0 0.0 0.0
C -1.250 3.005 -0.264 0.1 -0.1 0.0
C 2.112 1.893 1.825 0.1 0.1 0.0
C 1.101 -4.675 -0.266 0.0 0.0 0.0
H -2.812 3.538 -3.222 0.0 0.0 0.0
N 0.600 1.475 0.242 0.1 -0.1 -0.2
H 2.771 -6.977 1.162 0.0 0.0 0.0
S 2.776 0.272 1.609 0.0 0.1 -0.1
O -3.628 -5.152 -1.683 0.0 0.0 0.0
H -1.168 1.836 -3.949 0.0 0.0 0.0
N -0.581 -1.423 -0.588 0.0 0.1 0.1
H -3.784 -1.062 -1.486 0.0 0.0 0.0
C -1.755 -0.852 -0.887 0.0 0.0 0.0
C -0.157 6.743 1.199 0.0 0.0 0.0
C -2.865 -1.583 -1.252 0.0 0.0 0.0
H 0.429 -5.370 -0.744 0.0 0.0 0.0
C -0.370 6.413 2.527 0.0 0.0 0.0
C 2.788 -2.887 0.901 0.0 0.0 0.0
C -2.118 3.114 -2.508 0.0 0.0 0.0
C 2.696 -6.580 0.143 0.0 0.0 0.0
H -1.499 -4.637 -0.975 0.0 0.0 0.0
C -1.200 2.156 -2.916 0.0 0.0 0.0
N 2.205 3.838 3.089 0.3 0.0 0.0
H -4.402 -5.683 -1.893 0.0 0.0 0.0
C 0.848 6.105 0.479 0.0 0.0 0.0
H 1.941 -8.205 -0.630 0.0 0.0 0.0
H -2.851 4.285 -0.864 0.0 0.0 0.0
H 4.122 -4.508 1.230 0.0 0.0 0.0
C -2.140 3.535 -1.184 -0.1 0.0 0.0
```
Forces are in eV/Å.

## Properties
highest occupied orbital energy (spin up / spin down) = -9.8 / -9.8 eV
net charge = +1
E_LUMO (spin up / spin down) = -0.1314 / -0.1314 Ha
relative energy (zero: lowest compared OMol25 entry of this formula, charge and spin) = 0.0 kcal/mol

# 4
This record from the OMol25 dataset describes a molecular structure, C27H32AuClN2O3. The level of theory is ωB97M-V/def2-TZVPD.

```
66
Properties=species:S:1:pos:R:3:forces:R:3
H 5.142 6.302 1.122 0.0 0.0 0.0
Cl -3.139 -3.557 7.656 0.0 0.0 0.0
H -2.157 5.497 2.879 0.0 0.0 0.0
O 1.674 -0.841 5.672 0.0 0.0 0.0
C -1.471 3.591 0.991 -0.1 0.0 -0.1
C -2.584 1.184 0.574 -0.1 -0.1 -0.1
C 4.593 4.167 2.778 0.0 0.0 0.0
H -2.049 -0.956 8.129 0.0 0.0 0.0
C -2.853 3.494 1.123 0.0 0.0 0.0
H 2.941 -0.157 4.289 0.0 0.0 0.0
H -3.788 6.101 3.158 0.0 0.0 0.0
H 2.119 -3.895 5.196 0.0 0.0 0.0
C -0.270 -0.884 6.928 0.0 -0.1 0.0
H -0.990 4.548 1.120 0.0 0.0 0.0
H -3.703 5.491 -0.542 0.0 0.0 0.0
H 5.236 3.397 2.354 0.0 0.0 0.0
H -4.470 2.065 0.980 0.0 0.0 0.0
H 2.156 6.366 1.687 0.0 0.0 0.0
C -1.402 -1.483 7.442 0.0 0.0 0.0
H 3.955 5.938 -0.135 0.0 0.0 0.0
H -5.396 3.664 2.319 0.0 0.0 0.0
C -3.435 5.826 0.461 0.0 0.0 0.0
H -2.396 6.152 0.440 0.0 0.0 0.0
H -4.049 6.693 0.705 0.0 0.0 0.0
C 2.210 -0.965 4.371 0.2 0.0 0.0
H -2.999 0.201 0.394 0.0 0.0 0.0
C -3.410 2.243 0.902 0.1 0.0 0.0
H -5.553 4.072 0.605 0.0 0.0 0.0
C 2.827 5.872 2.392 0.0 0.0 0.0
C -0.880 -3.447 6.166 0.0 0.0 0.0
H 0.952 4.403 1.729 0.0 0.0 0.0
C 0.564 -1.555 6.039 0.0 0.1 0.0
C 0.277 -2.863 5.647 -0.1 -0.1 0.0
C -5.164 4.417 1.564 0.0 0.0 0.0
O 0.133 -0.206 3.449 0.0 0.1 0.1
C 1.197 -0.777 3.245 0.1 -0.1 0.1
N 1.401 1.633 -0.091 0.2 -0.1 -0.3
C 3.695 4.813 1.713 0.0 0.0 0.0
C 1.483 3.656 1.162 0.1 -0.1 0.0
C -0.701 2.485 0.679 0.2 0.1 0.0
H -1.130 -4.457 5.874 0.0 0.0 0.0
H 3.995 3.707 3.566 0.0 0.0 0.0
C 3.488 2.701 0.330 0.0 0.0 0.0
C -1.705 -2.772 7.043 0.0 0.0 0.0
N -1.263 1.284 0.463 0.2 -0.3 0.1
H 5.232 4.926 3.233 0.0 0.0 0.0
Au 0.080 -0.490 0.751 0.1 0.5 0.3
C 2.724 1.685 -0.212 0.0 0.1 0.1
H 3.474 6.638 2.822 0.0 0.0 0.0
C 2.865 3.719 1.053 0.0 0.0 0.0
H 3.189 0.866 -0.747 0.0 0.0 0.0
H 0.661 -4.675 4.600 0.0 0.0 0.0
H 4.561 2.676 0.206 0.0 0.0 0.0
C 4.567 5.502 0.656 0.0 0.0 0.0
H -0.006 0.129 7.194 0.0 0.0 0.0
H 2.747 -1.906 4.233 0.0 0.2 0.0
C -3.211 5.219 2.878 0.0 0.0 0.0
H 2.230 5.455 3.204 0.0 0.0 0.0
C -3.669 4.722 1.501 0.0 0.0 0.0
C 1.140 -3.709 4.748 0.1 -0.1 -0.1
H -5.705 5.326 1.830 0.0 0.0 0.0
C 0.793 2.599 0.574 -0.3 0.1 0.1
H 1.307 -3.280 3.760 -0.1 0.0 0.0
O 1.609 -1.249 2.120 -0.4 0.0 -0.3
H 5.272 4.812 0.194 0.0 0.0 0.0
H -3.356 4.458 3.645 0.0 0.0 0.0
```
Forces are in eV/Å.

## Properties
highest occupied orbital energy = -7.8 eV
net charge = 0
E_LUMO = -0.0055 Ha
relative energy (zero: lowest compared OMol25 entry of this formula, charge and spin) = 0.0 kcal/mol

# 5
This record from the OMol25 dataset describes a molecular structure, C6H6LiO2Rh. The level of theory is ωB97M-V/def2-TZVPD.

```
16
Properties=species:S:1:pos:R:3:forces:R:3
C -1.282 0.020 -0.869 1.5 0.6 -1.0
C -2.472 -0.461 -0.470 -4.9 -1.8 2.6
Li 3.096 0.403 -1.751 0.7 0.1 -0.5
H 0.535 -2.567 1.376 -0.4 0.4 0.4
O 2.126 -0.269 -0.298 0.6 -0.1 -0.5
C 1.730 -1.457 -0.008 -0.1 -1.1 -0.6
H 2.020 -2.275 -0.684 0.0 0.0 0.3
Rh 1.067 0.526 1.348 -0.7 0.3 1.1
C -0.747 1.780 0.868 -1.3 0.5 0.2
C 0.854 -1.560 1.094 1.0 -0.4 -0.5
H -0.354 2.785 1.033 -0.1 0.0 0.0
O -3.463 -0.840 -0.032 2.9 1.1 -1.6
H -0.193 1.826 -1.168 -0.1 -0.1 0.1
C -0.731 1.267 -0.398 1.0 0.4 0.1
H -0.819 -0.517 -1.699 -0.2 0.1 -0.1
H -1.365 1.337 1.658 0.0 0.2 -0.1
```
Forces are in eV/Å.

## Properties
highest occupied orbital energy (spin up / spin down) = -22.1 / -23.8 eV
2S+1 = 6
net charge = +3
E_LUMO (spin up / spin down) = -0.4721 / -0.5944 Ha

# 6
This record from the OMol25 dataset describes a single C4H8N2O molecule. The level of theory is ωB97M-V/def2-TZVPD.

```
15
Properties=species:S:1:pos:R:3:forces:R:3
H 1.520 -1.345 -2.502 0.0 0.0 0.1
N 0.229 0.898 1.624 -0.7 1.1 -0.1
H -2.388 0.162 2.142 -0.1 0.0 -0.1
N 1.594 -0.364 -0.615 -0.6 0.4 0.2
H 2.947 -0.335 -2.154 0.0 -0.1 0.0
C -2.491 0.820 1.275 -0.1 0.6 0.3
C -0.257 0.423 0.574 -2.0 -1.1 -0.4
H -2.249 1.840 1.585 0.0 -0.1 0.1
H 1.237 1.009 1.620 0.1 -0.8 -0.1
H 2.752 -1.891 -1.336 0.1 0.0 -0.1
C 2.217 -1.019 -1.718 0.2 -0.5 -0.3
C 0.337 -0.412 -0.480 1.8 0.3 -0.7
H -3.501 0.809 0.872 0.1 -0.2 0.0
O -1.619 0.407 0.240 1.2 0.0 1.0
H -0.326 -1.002 -1.129 0.0 0.3 0.1
```
Forces are in eV/Å.

## Properties
highest occupied orbital energy = -9.8 eV
net charge = 0
E_LUMO = 0.0237 Ha
relative energy (zero: lowest compared OMol25 entry of this formula, charge and spin) = 53.7 kcal/mol

no.,largest force on an atom (hartree/bohr),energy (eV)
1,0.006,-124840.9991
2,0.066,-26011.7043
3,0.009,-53410.2708
4,0.012,-53856.3838
5,0.113,-13588.3781
6,0.045,-9304.0660